[1]
Formula: C35H26BrKN7OS
Source: the OMol25 dataset
Level of theory: the ωB97M-V functional and the def2-TZVPD basis

Values from the calculation:
Energy above the lowest of the compared OMol25 structures with the same formula, charge and spin, kcal per mole: 3.0
HOMO energy, eV: -4.585
F_max, eV/A: 1.11
Net charge: -1
Gap between HOMO and LUMO, eV: 6.34
Multiplicity: 1
Total energy, eV: -146401.602

```
72
Properties=species:S:1:pos:R:3:forces:R:3:mulliken_charge:R:1
K -0.273148 0.143118 -0.859075 1.052 -0.360 -0.075 0.87
Br -7.148976 0.613020 1.808050 -0.064 0.002 0.045 -0.26
C -5.650737 0.635777 0.641819 0.157 -0.097 -0.077 -0.15
C -5.421568 1.750271 -0.177035 -0.100 0.107 0.027 -0.27
C -4.328060 1.792743 -0.993286 -0.021 -0.046 0.079 -0.56
C -3.356054 0.733578 -1.042540 -0.109 -0.102 -0.031 0.71
O -2.306183 0.855413 -1.723564 -0.762 0.398 -0.388 -1.10
C -3.683034 -0.449369 -0.271833 0.021 -0.014 -0.120 0.59
C -2.997661 -1.716585 -0.436616 -0.071 0.325 -0.121 -0.63
N -1.976354 -1.908703 -1.187367 -0.056 -0.284 -0.030 -0.04
C -1.567822 -3.203548 -1.495851 0.110 0.194 0.154 -0.23
C -2.443646 -4.176248 -1.913797 0.028 -0.102 -0.019 -0.07
C -1.984289 -5.451990 -2.309512 -0.079 0.094 0.030 -0.69
C -0.655497 -5.750481 -2.287365 0.067 -0.005 0.007 -0.87
C 0.281090 -4.774257 -1.860448 0.064 -0.190 -0.036 1.05
C 1.672120 -5.034922 -1.796904 -0.038 0.031 -0.005 -0.70
C 2.516929 -4.060582 -1.363090 -0.061 0.032 0.008 -1.06
C 1.968145 -2.811957 -0.990496 0.257 -0.003 -0.028 -0.20
N 0.697306 -2.530343 -1.039370 -0.183 -0.071 -0.074 0.34
C -0.160635 -3.496566 -1.472817 -0.158 0.099 0.139 -0.36
C -4.808157 -0.441846 0.566624 -0.117 -0.092 0.146 -0.70
H -6.118437 2.580561 -0.153666 0.000 -0.007 0.008 0.44
H -4.139013 2.652678 -1.623120 0.012 0.025 -0.027 0.38
H -3.449867 -2.559358 0.105720 0.007 -0.038 -0.035 0.39
H -3.497304 -3.936300 -1.972426 -0.016 -0.005 -0.012 0.57
H -2.703607 -6.190134 -2.641501 0.000 -0.013 -0.002 0.37
H -0.296162 -6.724833 -2.594842 0.013 -0.015 -0.001 0.36
H 2.041533 -6.008747 -2.098428 -0.007 0.000 -0.001 0.38
H 3.586698 -4.208627 -1.312197 0.006 -0.007 -0.002 0.41
H 2.627880 -2.023446 -0.641971 -0.039 0.002 -0.005 0.49
H -5.021610 -1.327813 1.155254 0.000 -0.004 0.008 0.41
N -5.373200 3.680108 4.693789 -0.040 0.019 0.067 -0.60
C -4.433464 3.375172 4.106597 -0.019 -0.008 -0.073 -0.14
C -3.249441 3.018556 3.371963 -0.053 0.007 0.139 0.74
C -3.187053 3.247447 2.004161 0.089 -0.018 -0.076 -0.96
C -2.025786 2.937826 1.313304 -0.130 0.002 -0.014 -0.20
C -0.932562 2.396216 1.980376 0.089 0.002 0.012 -0.05
C -1.020727 2.137818 3.350663 -0.043 0.038 0.022 -0.47
C -2.166992 2.455053 4.049587 0.056 -0.009 -0.075 -1.02
C 0.318311 2.084823 1.254055 0.175 -0.062 0.158 1.43
C 0.976919 0.882502 1.552830 -0.024 0.072 0.242 -1.83
C 2.353344 0.602038 1.348538 0.044 0.010 0.027 0.01
C 2.558003 -0.679460 1.802171 -0.031 -0.008 -0.019 -0.85
C 1.277519 -1.133726 2.235575 -0.030 -0.113 0.026 -0.78
N 0.337053 -0.218728 2.111187 0.028 0.178 0.012 -0.30
C 0.800358 2.980301 0.290360 -0.042 -0.167 -0.076 0.31
C 0.514120 4.369714 0.187622 0.010 0.130 -0.026 -0.59
C 1.256575 4.841508 -0.866509 0.002 0.003 -0.004 -0.99
C 1.937058 3.709660 -1.392909 0.024 0.016 -0.145 -0.55
N 1.684039 2.600994 -0.724495 0.015 -0.078 0.253 0.10
H -4.040212 3.650917 1.478847 -0.030 -0.001 0.022 0.45
H -1.978332 3.084614 0.242220 0.007 0.009 -0.005 0.70
H -0.178013 1.690265 3.857210 0.009 -0.002 -0.016 0.45
H -2.232147 2.268110 5.112649 -0.028 0.011 0.006 0.47
H 3.056896 1.322125 0.974988 -0.002 0.032 0.046 1.24
H 3.483995 -1.234815 1.843724 0.016 -0.011 0.013 0.45
H 1.042160 -2.114982 2.626647 -0.003 -0.033 0.000 0.46
H -0.118147 4.937531 0.851416 -0.026 -0.006 0.015 0.59
H 1.305377 5.852352 -1.237702 0.006 0.039 -0.020 0.44
H 2.567050 3.689104 -2.273370 0.018 -0.005 -0.014 0.50
S 3.759924 -0.966661 -3.502112 -0.044 0.030 0.102 -0.37
C 4.601884 -0.399485 -2.182291 -0.125 0.049 -0.169 -0.01
N 5.789556 -0.912647 -1.756900 -0.102 -0.145 -0.028 -0.18
C 6.418740 -0.072731 -0.759248 0.086 0.087 0.053 -0.61
C 5.227258 0.770808 -0.278006 0.083 0.099 0.078 -0.31
N 4.276116 0.626249 -1.370532 0.015 -0.216 -0.016 0.18
H 6.290127 -1.513947 -2.386907 0.041 0.055 0.004 0.24
H 7.205263 0.553072 -1.194738 -0.030 -0.008 -0.006 0.27
H 6.850034 -0.665432 0.047707 0.024 0.043 -0.007 0.34
H 5.497694 1.817891 -0.141430 -0.015 -0.021 0.072 0.37
H 4.824652 0.388014 0.662108 0.037 -0.030 -0.093 0.10
H 3.322179 0.971315 -1.301491 0.032 0.157 -0.049 0.11
```
Forces are in eV/Å.

=====

[2]
Formula: C35H27BiCl3F9N7O3Se3
Source: the OMol25 dataset
Level of theory: the ωB97M-V functional and the def2-TZVPD basis

Values from the calculation:
HOMO energy (spin up / spin down), eV: -5.134 / -3.492
F_max, eV/A: 2.17
Net charge: -1
Gap between HOMO and LUMO (spin up / spin down), eV: 6.59 / 4.81
Multiplicity: 1
Total energy, eV: -317208.433

```
88
Properties=species:S:1:pos:R:3:forces:R:3:mulliken_charge:R:1
Bi 0.148794 0.153287 -0.456338 0.852 -0.194 0.690 2.11
C 3.638394 -1.368813 0.812162 -0.137 -0.135 -0.077 -1.07
N 3.149294 -2.533413 0.111062 0.401 -0.134 0.062 0.86
C 3.591194 -3.766713 0.712562 0.016 0.082 -0.056 -1.24
C 3.354194 -2.447313 -1.320738 -0.181 0.061 -0.031 -1.48
C 2.215194 -1.630213 -1.977338 0.245 -0.233 -0.015 -1.03
N 0.997294 -1.761313 -1.210038 -0.194 0.493 -0.127 0.24
C 0.503394 -2.977612 -0.932338 -0.362 -0.850 0.152 1.06
C -0.188106 -3.225012 0.276562 0.004 -0.252 -0.107 -0.66
F -0.257406 -2.227013 1.201562 0.028 -0.156 -0.442 0.25
C -0.757706 -4.441112 0.591162 0.087 -0.108 -0.107 -0.14
F -1.430006 -4.580412 1.747862 0.118 0.138 -0.024 -0.35
C -0.629606 -5.540312 -0.241838 0.069 0.299 -0.147 -0.80
C 0.058994 -5.344113 -1.426438 -0.068 -0.059 0.276 0.37
F 0.197094 -6.387212 -2.271838 0.031 0.255 0.033 -0.36
C 0.591594 -4.117313 -1.774638 0.018 0.037 0.010 0.26
F 1.195094 -4.032613 -2.985638 -0.083 0.070 0.159 -0.40
H 4.739294 -1.286513 0.775262 -0.002 0.041 0.003 0.24
H 3.326894 -1.423613 1.854062 0.001 0.086 0.115 0.30
H 3.205994 -0.477913 0.362262 0.079 0.186 0.035 0.23
H 4.687194 -3.895413 0.700462 0.038 -0.040 0.015 0.36
H 3.131894 -4.608512 0.193462 0.020 -0.065 0.006 0.37
H 3.253394 -3.781213 1.749062 0.054 -0.093 0.080 0.26
H 3.351994 -3.458612 -1.731838 0.027 0.006 0.017 0.47
H 4.316894 -1.973613 -1.581038 -0.001 -0.166 0.008 0.48
H 2.093194 -1.952613 -3.016738 0.094 0.139 0.027 0.41
H 2.473494 -0.575313 -1.973038 0.159 -0.029 -0.142 0.54
H -1.056606 -6.495013 0.010562 -0.068 -0.084 0.026 0.52
O -1.500706 2.286088 2.746762 0.200 0.438 -0.309 0.59
C -1.583506 2.817787 4.036362 0.089 0.192 0.254 -0.93
C -1.424606 1.675087 5.048162 -0.093 0.337 -0.187 1.38
C -1.436206 2.239287 6.488362 -0.306 -0.426 -0.142 -1.29
O -0.441606 3.183387 6.774062 0.435 0.359 0.002 -0.53
C -2.591306 0.697287 4.962562 0.026 -0.304 0.044 -1.24
Se -2.569506 -0.321413 3.286862 -0.608 -0.411 0.330 -0.21
C -0.112206 0.953687 4.756162 0.127 -0.290 -0.120 -1.26
Se -0.249606 -0.284413 3.210762 0.563 -0.161 0.788 0.02
H -1.851906 2.950187 2.118162 -0.066 0.074 0.118 -0.40
H -2.542106 3.327787 4.202962 -0.003 -0.009 -0.002 0.50
H -0.779506 3.550787 4.205562 -0.153 -0.017 0.080 0.37
H -1.384206 1.402387 7.203962 -0.027 0.004 -0.139 0.43
H -2.384506 2.755787 6.659462 0.012 -0.049 -0.047 0.44
H 0.421494 2.810488 6.566962 -0.015 -0.011 -0.002 0.36
H -3.547306 1.222187 5.004362 0.024 -0.018 -0.038 0.52
H -2.544406 -0.030213 5.779862 -0.029 0.126 -0.093 0.45
H 0.224094 0.353087 5.609062 -0.094 0.058 -0.136 0.41
H 0.663394 1.667987 4.483162 0.078 0.050 -0.005 0.53
Se -4.128706 -2.067213 -6.684738 0.147 0.079 0.297 0.17
N -4.321206 -2.286213 -4.929238 0.202 0.032 0.760 -0.95
C -3.313206 -1.683113 -4.320438 -1.014 -0.579 -1.014 0.87
C -3.142306 -1.636113 -2.900738 -0.187 -0.242 1.007 0.27
C -4.021506 -2.229413 -2.007238 0.389 0.273 -0.456 -0.61
C -3.804806 -2.093013 -0.640338 0.100 0.025 0.312 -1.18
C -2.689506 -1.392913 -0.210838 -0.528 -0.308 0.203 -0.15
N -1.816506 -0.860713 -1.039938 0.128 0.241 0.004 0.30
C -2.007106 -0.933113 -2.386838 -0.199 -0.129 -0.652 0.03
C -1.087806 -0.297313 -3.229338 -0.487 -0.277 -0.325 -0.49
N -0.030306 0.373687 -2.679438 0.001 -0.052 -0.141 0.43
C 0.785494 1.058087 -3.460638 0.296 0.220 -0.365 -0.28
C 0.656994 1.112687 -4.835338 0.080 0.081 0.074 -1.38
C -0.371606 0.402387 -5.443138 -0.385 -0.294 0.371 -0.45
C -1.256606 -0.308413 -4.649238 0.768 0.523 0.013 0.30
C -2.373306 -1.029413 -5.184838 -0.622 -0.292 -1.399 0.87
N -2.638706 -1.122613 -6.476438 0.645 0.365 0.305 -0.93
H -4.866006 -2.784213 -2.389738 -0.055 0.012 -0.050 0.55
H -4.472206 -2.523613 0.085262 -0.087 -0.047 0.104 0.54
H -2.494706 -1.261813 0.844862 -0.011 -0.045 -0.028 0.02
H 1.592194 1.568987 -2.967238 0.089 0.066 0.091 0.29
H 1.352594 1.709687 -5.398038 0.113 0.041 -0.102 0.55
H -0.505406 0.400387 -6.513438 -0.045 -0.012 -0.109 0.55
F 3.140394 6.292488 1.050162 -0.070 -0.098 -0.087 -0.35
C 2.888094 5.071788 0.548062 0.021 -0.157 0.009 0.62
C 3.061694 4.809087 -0.804438 -0.045 0.050 0.128 0.18
F 3.452594 5.793788 -1.630438 -0.035 -0.157 0.149 -0.34
C 2.825394 3.541287 -1.301138 -0.049 -0.065 0.062 0.01
F 3.016094 3.326088 -2.622238 -0.030 0.022 0.204 -0.39
C 2.403394 2.460687 -0.493438 0.283 1.101 0.394 -0.17
O 2.220194 1.280987 -0.981438 -0.460 -0.891 -0.089 -0.73
C 2.235394 2.778788 0.870962 0.012 0.040 -0.104 0.64
F 1.842694 1.805987 1.725662 0.121 0.110 -0.189 -0.30
C 2.470894 4.041887 1.380362 0.043 0.170 -0.011 0.07
F 2.314494 4.273287 2.692862 0.010 -0.032 -0.170 -0.33
Cl -3.208506 5.102187 -1.883938 0.050 -0.110 -0.026 -0.15
C -1.861606 4.562588 -0.956938 -0.086 1.691 -0.351 0.24
Cl -0.577606 5.704687 -0.752038 -0.043 -0.153 -0.045 -0.13
Cl -2.817206 4.559188 1.286362 -0.276 0.137 0.279 -0.55
C -1.495706 3.254788 -1.053038 0.395 -2.119 0.234 -0.14
N -1.223606 2.121987 -1.000138 -0.587 1.542 -0.119 -0.45
```
Forces are in eV/Å.

=====

[3]
Formula: C35H27Br2N9OSm
Source: the OMol25 dataset
Level of theory: the ωB97M-V functional and the def2-TZVPD basis

Values from the calculation:
Energy above the lowest of the compared OMol25 structures with the same formula, charge and spin, kcal per mole: 0.0
HOMO energy (spin up / spin down), eV: -13.314 / -13.314
F_max, eV/A: 0.71
Net charge: +3
Gap between HOMO and LUMO (spin up / spin down), eV: 4.19 / 4.50
Multiplicity: 6
Total energy, eV: -210161.861
⟨S²⟩: 8.759

```
75
Properties=species:S:1:pos:R:3:forces:R:3:lowdin_spin:R:1
Sm 1.014953 -0.456569 2.798317 -0.170 0.613 0.293 5.06
N 5.661987 -0.991153 3.757196 -0.072 -0.019 -0.014 0.00
C 4.425190 -0.546960 3.743868 -0.040 -0.018 -0.046 0.00
N 3.377047 -1.236087 3.326678 -0.151 0.011 -0.188 -0.01
C 3.595158 -2.551890 2.898483 0.195 -0.232 -0.368 0.00
N 2.636196 -3.340545 2.523993 -0.213 0.114 0.110 0.00
N 1.377297 -2.762704 2.577554 0.216 -0.677 -0.068 -0.01
C 0.400676 -3.554024 2.328336 -0.106 0.056 0.067 0.00
C -0.968044 -3.020383 2.297978 0.323 -0.197 -0.149 0.00
C -2.025614 -3.833477 1.944931 -0.188 0.137 0.138 0.00
C -3.305446 -3.280017 1.921195 0.098 -0.105 -0.013 0.00
C -3.460160 -1.943855 2.235063 0.001 0.115 0.022 0.00
C -2.336979 -1.187720 2.551471 -0.076 -0.079 -0.034 0.00
N -1.108314 -1.705244 2.584679 0.009 -0.116 -0.021 -0.01
C 4.959367 -3.062695 2.800468 -0.057 0.042 0.227 0.00
C 5.265558 -4.330284 2.292568 -0.009 -0.023 0.004 0.00
C 6.576046 -4.753128 2.255247 0.034 0.021 0.011 0.00
C 7.603124 -3.930255 2.728518 0.021 -0.006 0.004 0.00
C 7.325967 -2.677601 3.237584 -0.109 -0.056 -0.036 0.00
C 6.000498 -2.262927 3.263246 0.134 0.185 0.074 0.00
H 6.393448 -0.385469 4.105298 0.035 -0.023 -0.005 0.00
H 4.274444 0.463836 4.104760 0.003 0.002 0.006 0.00
H 0.588959 -4.608477 2.141723 -0.021 0.008 -0.046 0.00
H -1.858671 -4.875061 1.707330 0.001 -0.006 0.009 0.00
H -4.159117 -3.892357 1.663293 -0.012 0.017 -0.006 0.00
H -4.434422 -1.475840 2.234042 0.000 -0.006 -0.002 0.00
H -2.431963 -0.132959 2.779914 0.002 0.002 0.011 0.00
H 4.468370 -4.968568 1.941007 -0.012 0.016 0.002 0.00
H 6.815911 -5.731459 1.863065 -0.007 -0.002 0.000 0.00
H 8.627254 -4.276540 2.698187 -0.004 -0.008 -0.006 0.00
H 8.115925 -2.035680 3.605765 0.006 0.004 0.000 0.00
Br 1.541574 1.396296 5.278796 0.055 0.075 0.009 0.00
C 1.093120 0.020345 6.579192 0.017 0.078 0.093 0.00
Br 0.496650 -1.594982 5.726222 -0.038 -0.024 -0.102 -0.01
H 0.285380 0.414889 7.182473 0.021 -0.018 0.047 0.00
H 1.988504 -0.192374 7.148882 -0.017 0.002 0.033 0.00
C -5.635175 4.833796 -8.457705 0.055 -0.080 -0.026 0.00
O -4.708329 3.748423 -8.377772 -0.004 0.056 0.110 0.00
C -4.170230 3.454579 -7.190273 -0.072 -0.029 -0.219 0.00
C -3.272334 2.377461 -7.187537 0.028 0.015 0.110 0.00
C -2.665534 1.990299 -6.019995 -0.025 0.027 -0.107 0.00
C -2.936255 2.665078 -4.820373 0.104 -0.092 0.092 0.00
C -3.830518 3.731593 -4.834806 -0.060 0.092 -0.042 0.00
C -4.451117 4.135496 -6.003844 0.075 -0.060 0.085 0.00
C -2.271717 2.222362 -3.608231 -0.174 -0.096 -0.127 0.00
N -1.417253 1.210606 -3.528602 0.007 0.139 0.108 0.00
C -1.057595 1.155390 -2.224228 0.123 -0.135 -0.136 0.00
C -1.689008 2.128180 -1.473384 -0.104 0.023 0.060 0.00
N -2.478411 2.797111 -2.377019 0.151 0.004 0.038 0.00
C -1.466263 2.273775 -0.082410 -0.034 0.028 0.003 0.00
C -2.060020 3.251894 0.740428 -0.078 0.085 -0.030 0.00
C -1.772080 3.300064 2.077805 0.088 -0.069 0.086 0.00
C -0.880143 2.362817 2.606182 -0.066 0.015 -0.112 0.00
N -0.295424 1.429456 1.862699 0.029 -0.012 0.061 -0.01
C -0.569247 1.368625 0.530778 0.112 -0.090 -0.011 0.00
C 0.105320 0.351950 -0.247610 0.029 0.051 -0.006 0.00
N 0.987018 -0.483420 0.380610 0.004 0.127 0.056 -0.01
C 1.634200 -1.393677 -0.341017 -0.007 0.027 -0.106 0.00
C 1.454242 -1.546848 -1.717576 0.049 -0.025 0.105 0.00
C 0.563662 -0.726223 -2.360480 -0.027 0.022 -0.010 0.00
C -0.130483 0.249552 -1.623479 -0.034 0.007 -0.069 0.00
H -5.934154 4.885927 -9.498771 -0.006 0.012 0.003 0.00
H -5.156515 5.769445 -8.165761 -0.023 0.012 0.004 0.00
H -6.508791 4.637591 -7.834580 -0.007 0.029 0.001 0.00
H -3.074561 1.871142 -8.121759 -0.005 -0.001 -0.006 0.00
H -1.970914 1.162233 -6.022372 0.002 -0.001 0.037 0.00
H -4.067122 4.284187 -3.932227 0.007 -0.010 0.010 0.00
H -5.138161 4.967143 -5.984898 -0.003 0.001 -0.006 0.00
H -3.088758 3.578080 -2.210124 0.013 0.023 0.037 0.00
H -2.744701 3.976593 0.317896 0.004 -0.020 -0.030 0.00
H -2.209951 4.046190 2.725074 -0.016 0.003 -0.013 0.00
H -0.641582 2.373624 3.662384 0.001 0.030 0.007 0.00
H 2.329312 -2.035531 0.189576 0.002 -0.007 -0.007 0.00
H 2.015899 -2.301765 -2.248533 0.000 0.000 -0.004 0.00
H 0.382818 -0.801299 -3.425362 -0.007 0.013 0.001 0.00
```
Forces are in eV/Å.